# 1
The following is a quantum chemistry calculation of the molecule C2H5NS2, from the Open Molecules 2025 dataset.

Last column: Mulliken charge in e.
Element x y z (Å)
C1 -0.3103 2.0524 0.2659  -0.943
S1 -1.1069 0.6571 -0.3697  -0.149
C2 0.0511 -0.7637 -0.1085  0.351
H1 0.7232 2.1205 -0.1697  0.292
N1 -0.6595 -1.8161 -0.4950  -0.409
H2 -0.7383 2.9688 0.1191  0.384
H3 -0.1335 2.0594 1.3469  0.332
S2 1.6159 -0.5127 0.5132  -0.301
H4 -0.1775 -2.7298 -0.4822  0.247
H5 -1.6468 -1.7478 -0.5899  0.196

SMILES: CSC(N)=S
Kohn-Sham gap, eV: 9.2
HOMO level, eV: -8.5

***

# 2
The following is a quantum chemistry calculation of the molecule C2H5NS2, from the Open Molecules 2025 dataset.

Last column: Mulliken charge in e.
Element x y z (Å)
S1 -2.5064 0.3002 -0.0088  -0.140
N1 -0.9955 -0.5665 -0.0714  -0.380
H1 -3.1156 -0.8488 0.3947  0.171
S2 1.6426 -0.6600 0.0147  -0.055
H2 2.6881 1.3306 1.0202  0.273
H3 3.5356 0.4986 -0.2874  0.299
H4 1.9398 1.6345 -0.6355  0.277
C1 2.5531 0.9285 -0.0324  -0.769
H5 0.0252 1.1258 0.2343  0.250
C2 0.0662 0.0684 -0.0213  0.073

SMILES: CS/C=N/S
Kohn-Sham gap, eV: 9.2
HOMO level, eV: -8.5

***

# 3
The following is a quantum chemistry calculation of a 2-piece molecular cluster, C2H5NS2 overall, from the Open Molecules 2025 dataset.

Last column: Mulliken charge in e.
Element x y z (Å)
H1 0.9135 0.4723 1.1055  0.376
C1 1.1297 -1.3579 0.1400  -0.105
C2 1.2565 0.0881 0.2223  -1.160
H2 -3.4512 2.2689 -0.6964  0.262
N1 -2.6383 1.5940 -0.8134  -0.313
H3 0.2130 -1.6682 -0.0944  0.326
S1 -2.6181 0.1416 -0.1466  0.051
H4 0.6956 0.5144 -0.4796  0.349
S2 2.2996 -2.4870 0.4532  -0.231
H5 2.1996 0.4337 0.3095  0.445

SMILES: CC=S.N=S
Kohn-Sham gap (alpha / beta), eV: 6.9 / 6.9
HOMO level (alpha / beta), eV: -8.6 / -8.6

***

# 4
The following is a quantum chemistry calculation of the molecule C2H5NS2, from the Open Molecules 2025 dataset.

Last column: Mulliken charge in e.
Element x y z (Å)
H1 1.5214 0.7370 -1.4197  0.298
S1 -0.4546 1.8654 0.3777  -0.364
C1 -0.8064 0.2692 0.3818  0.431
C2 1.7332 -0.0883 -0.6729  -0.902
S2 0.2344 -1.0062 -0.2274  -0.102
H2 2.3318 -0.8366 -1.1277  0.350
N1 -2.0064 -0.2756 0.7158  -0.407
H3 2.2690 0.3156 0.1971  0.315
H4 -2.6752 0.2631 1.2191  0.215
H5 -2.1473 -1.2437 0.5562  0.167

SMILES: CSC(N)=S
Kohn-Sham gap, eV: 9.2
HOMO level, eV: -8.5

***

Calculated relative energy (zero: lowest compared OMol25 entry of this formula, charge and spin) (kJ/mol), listed in the same order as above: 57.3, 165.4, 376.1, 7.3